[1]
Below is a 6-piece molecular cluster, C12H38N2O6 overall at a distorted geometry, with properties calculated with ωB97M-V with the def2-TZVPD basis set.

Output
Charge   0
SMILES   COC[C@H](C)N.COC[C@H](C)N.CO.CO.CO.CO
Highest occupied orbital energy   -9.7 eV
Energy relative to the best compared isomer or geometry (same formula, charge and spin)   298.5 kJ/mol

Last column: natural (NBO) charge in e.
Positions of all 58 atoms, in Å:
1 C -1.623 -3.038 -1.583  -0.253
2 O -2.178 -1.730 -1.223  -0.563
3 C -1.270 -0.775 -1.737  -0.095
4 C -1.756 0.647 -1.310  -0.065
5 C -3.079 0.906 -2.137  -0.619
6 N -0.846 1.731 -1.700  -0.868
7 H -1.449 -3.251 -2.602  0.177
8 H -2.255 -3.845 -1.201  0.197
9 H -0.647 -3.082 -1.143  0.171
10 H -0.213 -0.896 -1.353  0.205
11 H -1.219 -0.777 -2.810  0.157
12 H -1.856 0.576 -0.238  0.195
13 H -2.710 1.290 -3.140  0.184
14 H -3.760 1.688 -1.756  0.224
15 H -3.556 -0.096 -2.316  0.227
16 H 0.061 1.253 -1.534  0.393
17 H -0.993 1.941 -2.717  0.368
18 C 2.438 -5.727 0.351  -0.247
19 O 3.106 -4.736 1.101  -0.541
20 C 2.793 -3.399 0.663  -0.059
21 C 3.286 -2.424 1.727  -0.078
22 C 2.342 -2.181 2.868  -0.615
23 N 3.466 -1.124 1.040  -0.857
24 H 1.445 -5.353 0.004  0.156
25 H 2.281 -6.590 0.981  0.195
26 H 2.810 -5.975 -0.613  0.170
27 H 3.400 -3.151 -0.223  0.162
28 H 1.730 -3.232 0.450  0.179
29 H 4.146 -2.855 2.163  0.186
30 H 2.154 -3.091 3.480  0.227
31 H 1.357 -1.729 2.581  0.210
32 H 2.926 -1.474 3.517  0.202
33 H 3.696 -0.315 1.660  0.371
34 H 4.262 -1.296 0.487  0.364
35 C -2.523 -1.376 2.151  -0.250
36 O -3.682 -1.440 1.311  -0.735
37 H -1.886 -2.241 2.155  0.157
38 H -1.790 -0.600 1.812  0.153
39 H -2.926 -1.207 3.164  0.186
40 H -3.398 -1.622 0.424  0.484
41 C -2.542 4.626 -0.290  -0.262
42 O -1.130 4.345 -0.527  -0.811
43 H -3.095 4.899 -1.232  0.175
44 H -2.946 3.723 0.210  0.169
45 H -2.485 5.426 0.497  0.191
46 H -0.994 3.425 -0.905  0.508
47 C 1.439 6.680 -1.104  -0.252
48 O 0.252 6.689 -1.898  -0.732
49 H 2.090 5.818 -1.151  0.157
50 H 1.997 7.525 -1.445  0.170
51 H 1.214 6.910 -0.106  0.159
52 H -0.147 5.855 -1.626  0.487
53 C 0.454 0.995 1.363  -0.270
54 O 0.844 0.092 0.232  -0.794
55 H 0.720 0.432 2.295  0.180
56 H 0.994 1.981 1.234  0.181
57 H -0.520 1.288 1.203  0.188
58 H 1.773 -0.110 0.495  0.501

***

[2]
Below is a 5-piece molecular cluster, C12H39BO14PS4 overall at a distorted geometry, with properties calculated with ωB97M-V with the def2-TZVPD basis set.

Output
Charge   -1
Highest occupied orbital energy   -2.2 eV

Last column: Mulliken charge in e.
Positions of all 71 atoms, in Å:
1 O 4.261 -1.613 5.746  -0.596
2 B 3.521 -0.504 5.076  0.487
3 O 4.202 0.635 4.429  -0.534
4 P 1.599 -0.620 5.028  0.095
5 H 4.231 -2.358 5.054  0.288
6 H 3.843 1.467 4.885  0.270
7 H 1.435 0.821 5.235  -0.112
8 H 1.591 -0.831 6.478  -0.106
9 H 1.740 -2.034 4.772  -0.363
10 H 1.598 -0.320 3.595  -0.127
11 H 0.167 -0.822 5.060  -0.202
12 O -0.999 -2.805 4.265  -0.534
13 S -1.348 -4.211 4.186  1.134
14 O -0.467 -5.186 3.582  -0.637
15 O -2.829 -4.354 3.525  -0.307
16 C -3.058 -3.780 2.245  -0.329
17 C -2.416 -4.601 1.141  -0.747
18 C -1.767 -4.783 5.815  -0.970
19 H -2.711 -2.742 2.219  0.305
20 H -4.142 -3.762 2.089  0.260
21 H -1.325 -4.585 1.220  0.298
22 H -2.686 -4.209 0.157  0.182
23 H -2.729 -5.648 1.206  0.260
24 H -2.456 -4.075 6.275  0.303
25 H -0.843 -4.839 6.397  0.373
26 H -2.217 -5.774 5.737  0.339
27 O -2.813 -3.367 -3.754  -0.679
28 S -2.855 -2.241 -2.841  1.140
29 O -3.367 -2.365 -1.494  -0.595
30 O -3.596 -0.991 -3.576  -0.285
31 C -4.909 -1.184 -4.084  -0.384
32 C -5.939 -1.223 -2.970  -1.127
33 C -1.232 -1.525 -2.748  -0.860
34 H -4.955 -2.089 -4.699  0.350
35 H -5.128 -0.336 -4.741  0.313
36 H -5.798 -2.099 -2.331  0.308
37 H -6.952 -1.267 -3.379  0.396
38 H -5.851 -0.339 -2.331  0.301
39 H -0.842 -1.395 -3.758  0.319
40 H -0.595 -2.213 -2.185  0.420
41 H -1.296 -0.569 -2.226  0.227
42 O 4.414 4.523 -0.633  -0.626
43 S 5.722 3.895 -0.619  1.196
44 O 6.106 2.904 -1.600  -0.611
45 O 6.011 3.305 0.870  -0.273
46 C 5.083 2.382 1.426  -0.159
47 C 5.209 1.011 0.789  -1.009
48 C 6.961 5.167 -0.608  -0.916
49 H 4.061 2.766 1.343  0.301
50 H 5.312 2.301 2.494  0.148
51 H 4.919 1.036 -0.265  0.343
52 H 4.565 0.287 1.295  0.347
53 H 6.244 0.658 0.831  0.271
54 H 6.704 5.908 0.148  0.306
55 H 6.974 5.630 -1.599  0.357
56 H 7.932 4.713 -0.399  0.306
57 O -3.785 2.569 -4.146  -0.671
58 S -2.379 2.241 -4.010  1.286
59 O -1.779 1.962 -2.723  -0.617
60 O -1.493 3.373 -4.772  -0.258
61 C -1.657 4.733 -4.391  -0.312
62 C -0.996 5.023 -3.057  -0.994
63 C -2.006 0.886 -5.096  -0.488
64 H -2.718 5.004 -4.376  0.312
65 H -1.180 5.344 -5.165  0.263
66 H -1.492 4.485 -2.244  0.301
67 H -1.039 6.091 -2.825  0.381
68 H 0.051 4.702 -3.065  0.265
69 H -2.424 1.093 -6.081  0.398
70 H -2.462 -0.015 -4.676  -0.117
71 H -0.923 0.762 -5.148  0.397

***

[3]
Below is a 6-piece molecular cluster, C12H39N3O6 overall at a distorted geometry, with properties calculated with ωB97M-V with the def2-TZVPD basis set.

Output
Charge   0
SMILES   COC[C@H](C)N.COC[C@H](C)N.COC[C@H](C)N.O.O.O
Highest occupied orbital energy   -9.1 eV
Energy relative to the best compared isomer or geometry (same formula, charge and spin)   273.8 kJ/mol

Last column: natural (NBO) charge in e.
Positions of all 60 atoms, in Å:
1 C 3.551 6.568 6.012  -0.257
2 O 3.499 5.157 6.447  -0.553
3 C 4.730 4.589 6.588  -0.067
4 C 4.617 3.103 6.439  -0.054
5 C 4.280 2.584 5.007  -0.617
6 N 3.705 2.506 7.366  -0.822
7 H 4.187 7.114 6.709  0.169
8 H 2.561 7.023 6.034  0.198
9 H 3.999 6.806 5.048  0.175
10 H 5.323 4.938 5.742  0.158
11 H 5.203 4.843 7.537  0.158
12 H 5.612 2.851 6.806  0.175
13 H 5.066 3.028 4.396  0.200
14 H 3.357 3.100 4.742  0.213
15 H 4.234 1.496 4.984  0.227
16 H 2.776 2.896 7.295  0.355
17 H 3.945 2.829 8.292  0.342
18 C -2.911 4.076 -5.387  -0.250
19 O -2.147 3.958 -4.182  -0.553
20 C -0.972 3.126 -4.339  -0.063
21 C -0.267 2.884 -2.937  -0.051
22 C 0.755 4.060 -2.518  -0.630
23 N 0.363 1.555 -2.849  -0.845
24 H -2.277 4.263 -6.255  0.167
25 H -3.694 4.832 -5.326  0.193
26 H -3.473 3.149 -5.491  0.167
27 H -1.266 2.152 -4.730  0.169
28 H -0.323 3.621 -5.061  0.167
29 H -1.010 2.845 -2.141  0.179
30 H 0.898 4.140 -1.441  0.213
31 H 0.317 5.023 -2.781  0.216
32 H 1.639 4.051 -3.155  0.210
33 H -0.362 0.867 -2.707  0.355
34 H 0.903 1.422 -2.006  0.358
35 C -5.328 -5.847 -4.820  -0.274
36 O -5.570 -6.395 -3.426  -0.543
37 C -4.689 -5.864 -2.441  -0.072
38 C -3.161 -6.004 -2.667  -0.092
39 C -2.788 -7.335 -3.015  -0.604
40 N -2.472 -5.526 -1.450  -0.838
41 H -5.387 -4.783 -5.049  0.190
42 H -6.142 -6.322 -5.369  0.199
43 H -4.428 -6.343 -5.183  0.173
44 H -4.895 -4.794 -2.425  0.171
45 H -5.011 -6.141 -1.437  0.190
46 H -2.778 -5.578 -3.594  0.189
47 H -3.069 -8.044 -2.236  0.195
48 H -1.719 -7.342 -3.226  0.200
49 H -3.350 -7.614 -3.907  0.211
50 H -2.847 -6.013 -0.649  0.349
51 H -1.492 -5.768 -1.422  0.356
52 O 4.046 -3.720 2.323  -0.937
53 H 4.371 -3.465 1.460  0.469
54 H 3.633 -4.573 2.182  0.468
55 O 0.980 -1.561 1.503  -0.944
56 H 1.884 -1.410 1.781  0.476
57 H 0.853 -2.505 1.604  0.468
58 O -2.762 -1.253 -0.343  -0.945
59 H -2.026 -1.079 0.244  0.471
60 H -2.670 -2.177 -0.577  0.473

***

[4]
Below is a 12-piece molecular cluster, C12H39NO16 overall, with properties calculated with ωB97M-V with the def2-TZVPD basis set.

Output
Charge   0
SMILES   CC(=O)OCC1=C(CCCCCN)C(=O)OC1=O.O.O.O.O.O.O.O.O.O.O.O
Highest occupied orbital energy   -9.3 eV
Energy relative to the best compared isomer or geometry (same formula, charge and spin)   0.0 kJ/mol

Last column: natural (NBO) charge in e.
Positions of all 68 atoms, in Å:
1 C 1.299 3.265 -3.113  -0.745
2 C 0.201 3.323 -2.096  0.832
3 O 0.046 4.269 -1.368  -0.602
4 O -0.675 2.289 -2.035  -0.527
5 C -0.066 0.974 -1.920  -0.127
6 C -1.112 0.010 -1.504  -0.033
7 C -1.261 -0.736 -0.409  -0.004
8 C -0.418 -0.893 0.798  -0.451
9 C 0.566 -2.071 0.672  -0.408
10 C 1.655 -1.888 -0.401  -0.395
11 C 1.737 -3.016 -1.451  -0.403
12 C 1.862 -2.470 -2.879  -0.203
13 N 0.554 -2.025 -3.354  -0.864
14 C -2.513 -1.505 -0.601  0.781
15 O -2.987 -2.328 0.119  -0.549
16 O -3.109 -1.137 -1.785  -0.491
17 C -2.226 -0.302 -2.437  0.765
18 O -2.369 0.054 -3.563  -0.519
19 H 1.749 2.279 -3.208  0.233
20 H 0.912 3.534 -4.097  0.257
21 H 2.078 3.973 -2.845  0.246
22 H 0.314 0.664 -2.893  0.218
23 H 0.736 1.014 -1.185  0.203
24 H 0.107 0.043 0.985  0.238
25 H -1.042 -1.068 1.676  0.245
26 H 1.054 -2.183 1.642  0.247
27 H 0.012 -2.997 0.502  0.200
28 H 2.626 -1.770 0.082  0.209
29 H 1.463 -0.963 -0.947  0.180
30 H 0.840 -3.634 -1.409  0.198
31 H 2.626 -3.620 -1.263  0.205
32 H 2.522 -1.597 -2.878  0.171
33 H 2.324 -3.218 -3.530  0.174
34 H 0.625 -1.539 -4.238  0.362
35 H -0.060 -2.819 -3.483  0.366
36 O -1.717 1.690 1.431  -0.985
37 H -1.932 2.445 0.868  0.489
38 H -2.332 1.756 2.171  0.491
39 O -1.428 7.125 -1.163  -0.958
40 H -1.166 6.200 -1.243  0.490
41 H -0.904 7.585 -1.825  0.473
42 O 2.652 -2.895 3.062  -0.966
43 H 2.768 -2.140 3.658  0.494
44 H 2.897 -3.666 3.583  0.468
45 O -2.655 3.966 -0.275  -0.965
46 H -1.733 4.027 -0.557  0.483
47 H -3.151 3.833 -1.090  0.477
48 O -2.781 -3.055 2.885  -0.978
49 H -2.065 -2.597 3.340  0.476
50 H -2.691 -2.770 1.963  0.489
51 O -3.703 8.304 0.364  -0.961
52 H -2.872 7.989 -0.018  0.492
53 H -3.740 7.897 1.234  0.462
54 O 3.284 -0.318 4.179  -0.963
55 H 3.714 -0.040 4.996  0.490
56 H 3.650 0.263 3.503  0.485
57 O -3.257 -0.182 3.390  -0.975
58 H -2.933 -0.679 4.152  0.488
59 H -3.676 -0.855 2.841  0.481
60 O -1.795 -2.006 5.244  -0.962
61 H -2.160 -2.847 5.542  0.489
62 H -1.144 -1.772 5.913  0.485
63 O 6.090 -1.258 4.595  -0.953
64 H 6.874 -1.757 4.344  0.473
65 H 5.391 -1.580 4.013  0.478
66 O 0.935 -4.576 -5.163  -0.945
67 H 1.648 -5.198 -5.340  0.473
68 H 0.195 -4.907 -5.683  0.474

***

[5]
Below is a 6-piece molecular cluster, C12H39O15P3 overall, with properties calculated with ωB97M-V with the def2-TZVPD basis set.

Output
Charge   0
SMILES   COP(=O)(OC)OC.COP(=O)(OC)OC.COP(=O)(OC)OC.CO.CO.CO
Highest occupied orbital energy   -9.9 eV
Energy relative to the best compared isomer or geometry (same formula, charge and spin)   0.0 kJ/mol

Last column: natural (NBO) charge in e.
Positions of all 69 atoms, in Å:
1 C 2.715 -4.050 -1.177  -0.259
2 O 3.072 -2.902 -1.939  -0.821
3 P 3.219 -3.013 -3.527  2.580
4 O 3.454 -1.710 -4.109  -1.092
5 O 1.959 -3.798 -4.029  -0.818
6 C 0.697 -3.111 -4.083  -0.256
7 O 4.308 -4.125 -3.788  -0.811
8 C 5.569 -4.040 -3.122  -0.253
9 H 2.700 -4.967 -1.772  0.191
10 H 1.721 -3.909 -0.750  0.186
11 H 3.433 -4.197 -0.371  0.190
12 H 0.056 -3.592 -4.812  0.209
13 H 0.849 -2.063 -4.340  0.205
14 H 0.254 -3.167 -3.088  0.173
15 H 5.765 -3.032 -2.754  0.195
16 H 6.345 -4.281 -3.845  0.198
17 H 5.600 -4.754 -2.302  0.181
18 C -1.273 4.282 -1.229  -0.256
19 O -1.521 4.704 0.115  -0.819
20 P -2.704 4.100 0.937  2.594
21 O -2.826 4.630 2.287  -1.107
22 O -3.923 4.363 -0.031  -0.820
23 C -5.180 3.749 0.256  -0.249
24 O -2.458 2.533 0.850  -0.836
25 C -2.605 1.711 2.019  -0.253
26 H -1.749 4.967 -1.928  0.193
27 H -1.631 3.268 -1.414  0.204
28 H -0.196 4.288 -1.388  0.189
29 H -5.370 2.964 -0.470  0.190
30 H -5.946 4.521 0.200  0.196
31 H -5.198 3.344 1.270  0.186
32 H -1.684 1.734 2.596  0.199
33 H -2.788 0.694 1.682  0.198
34 H -3.420 2.035 2.665  0.191
35 C 0.194 4.603 3.361  -0.265
36 O 0.071 3.188 3.635  -0.822
37 P 1.212 2.189 3.279  2.620
38 O 0.810 0.795 3.493  -1.144
39 O 1.700 2.523 1.819  -0.829
40 C 1.005 1.988 0.691  -0.258
41 O 2.418 2.689 4.154  -0.810
42 C 3.664 1.988 4.040  -0.252
43 H 0.674 4.763 2.398  0.190
44 H 0.759 5.075 4.162  0.186
45 H -0.820 4.990 3.338  0.239
46 H 0.100 1.443 0.958  0.204
47 H 1.656 1.322 0.127  0.196
48 H 0.703 2.801 0.028  0.188
49 H 3.645 1.209 3.277  0.193
50 H 3.901 1.533 4.999  0.194
51 H 4.445 2.699 3.774  0.192
52 C -1.327 -1.749 2.933  -0.242
53 O -0.528 -1.011 2.031  -0.790
54 H -0.716 -2.217 3.711  0.173
55 H -2.059 -1.111 3.436  0.164
56 H -1.816 -2.534 2.360  0.177
57 H 0.048 -0.398 2.520  0.522
58 C -3.242 -4.443 -2.860  -0.247
59 O -2.192 -5.341 -3.194  -0.724
60 H -2.877 -3.420 -2.711  0.161
61 H -3.916 -4.428 -3.713  0.185
62 H -3.787 -4.751 -1.965  0.164
63 H -1.566 -5.402 -2.470  0.463
64 C -0.463 -1.151 -1.349  -0.248
65 O -1.106 -0.219 -0.514  -0.765
66 H -1.045 -1.295 -2.263  0.165
67 H 0.558 -0.867 -1.632  0.166
68 H -0.397 -2.137 -0.865  0.153
69 H -0.947 -0.499 0.403  0.502

***

[6]
Below is C12H40AlB4O6S3 as an isolated structure at a distorted geometry, with properties calculated with ωB97M-V with the def2-TZVPD basis set.

Output
Charge   0
2S+1   2
Highest occupied orbital energy (spin up / spin down)   -9.5 / -9.1 eV
<S²>   1.646

Last column: Mulliken spin population.
Positions of all 66 atoms, in Å:
1 Al 0.944 0.566 -0.225  0.108
2 B 0.679 -0.278 -2.957  0.181
3 H -0.105 0.255 -2.442  0.121
4 H 0.354 -0.314 -3.985  0.050
5 H 1.563 0.322 -2.806  -0.002
6 H 0.818 -1.225 -2.458  -0.021
7 B 1.378 -2.580 0.758  0.248
8 H 2.160 -3.324 0.757  0.109
9 H 1.590 -2.104 -0.187  0.153
10 H 0.447 -3.113 0.644  0.019
11 H 1.401 -2.043 1.693  0.018
12 B 0.453 3.509 -1.389  -0.380
13 H 0.536 4.374 -2.029  -0.126
14 H -0.545 3.344 -1.014  0.049
15 H 0.752 2.653 -1.975  -0.305
16 H 1.164 3.509 -0.578  -0.017
17 B 3.918 -0.549 -1.273  0.317
18 H 3.145 -1.291 -1.404  0.259
19 H 4.245 -0.371 -2.286  0.132
20 H 3.563 0.356 -0.806  -0.010
21 H 4.711 -1.024 -0.718  0.020
22 C -4.199 -3.336 -0.068  0.000
23 C -5.000 -2.309 -0.983  0.000
24 C -4.110 -1.094 -1.338  0.000
25 S -2.368 -1.848 -1.628  0.000
26 O -1.287 -0.990 -0.985  0.054
27 O -2.271 -2.278 -3.063  -0.001
28 C -2.805 -3.414 -0.642  0.000
29 H -4.729 -4.285 0.010  0.000
30 H -4.312 -2.895 0.922  0.000
31 H -5.986 -2.148 -0.547  0.000
32 H -5.078 -2.817 -1.944  0.000
33 H -4.010 -0.510 -0.422  0.000
34 H -4.375 -0.442 -2.170  0.000
35 H -2.041 -3.889 -0.028  -0.001
36 H -2.838 -4.185 -1.412  0.000
37 C 6.836 0.542 2.168  0.000
38 C 6.332 -0.911 1.938  0.002
39 C 5.017 -1.167 2.756  0.002
40 S 4.125 0.489 2.785  0.005
41 O 3.976 0.804 4.166  0.000
42 O 2.966 0.413 1.933  0.007
43 C 5.534 1.437 2.065  -0.004
44 H 7.802 0.875 1.787  0.000
45 H 7.142 0.502 3.213  0.000
46 H 6.989 -1.780 1.963  0.000
47 H 6.224 -0.991 0.857  0.003
48 H 5.214 -1.274 3.822  0.000
49 H 4.267 -1.883 2.421  -0.002
50 H 5.398 2.460 2.415  0.000
51 H 5.136 1.443 1.050  0.003
52 C -4.844 2.402 -0.847  0.000
53 C -5.287 1.983 0.577  0.000
54 C -4.076 1.569 1.427  0.001
55 S -2.732 2.607 0.768  0.002
56 O -1.610 1.702 0.419  0.005
57 O -2.602 3.697 1.699  -0.001
58 C -3.489 3.176 -0.836  0.002
59 H -5.555 3.059 -1.348  0.000
60 H -4.627 1.477 -1.381  0.000
61 H -6.053 1.208 0.545  0.000
62 H -5.881 2.725 1.111  0.000
63 H -3.822 0.528 1.226  0.000
64 H -4.032 1.469 2.511  0.000
65 H -2.699 2.955 -1.554  0.000
66 H -3.413 4.252 -0.678  0.002

***

Calculated values (eV) of calculated total energy for the records, taken in order: -28321.5049 -95043.2665 -29827.8684 -47328.1350 -71661.8958 -67162.0560.